49
Properties=species:S:1:pos:R:3 method="wB97M-V/def2-TZVPD" multiplicity=4 charge=+2 e_homo_ev="-13.79 / -13.78" lumo_energy_ev="-8.1 / -8.1" de_lowest_kj_mol=0.0 e_tot_ha=-1695.53750
C 1.09565 2.09746 -1.88070
H 1.95000 2.68063 -1.49617
H 1.22876 1.82842 -2.93077
H 0.33655 -0.91526 2.03718
C -0.23407 2.79289 -1.62402
H -1.05993 2.25028 -2.11164
H -0.49411 2.81234 -0.53933
C -0.26324 4.26414 -2.10162
H -1.22927 4.71952 -1.86845
H 0.52223 4.84310 -1.60590
H -0.10512 4.32274 -3.18310
C -0.64907 -1.73608 -0.12519
C -1.24236 -0.93114 -1.14793
C -0.26315 -0.72962 -2.16978
C 0.95837 -1.34729 -1.74480
C 0.72402 -1.97196 -0.48027
C 1.70741 -2.80038 0.27341
C 2.23816 -1.32153 -2.50834
C -0.54451 -0.17634 -3.52333
C -2.67676 -0.54581 -1.20649
C -1.44434 -2.44990 0.91729
Nd 0.59354 0.60576 -0.11666
H 3.00121 -1.93375 -2.01421
H 2.08589 -1.71609 -3.52456
H 2.64101 -0.30060 -2.61276
H 2.73367 -2.43316 0.12695
H 1.51443 -2.81183 1.35859
H 1.68726 -3.85079 -0.06573
H -2.11587 -1.76336 1.46127
H -2.09396 -3.21274 0.45257
H -0.81105 -2.98799 1.64070
H -2.86439 0.15077 -2.03256
H -3.31601 -1.43091 -1.36217
H -3.00161 -0.05725 -0.27711
H 0.37466 0.14167 -4.02833
H -1.02114 -0.94306 -4.15952
H -1.23392 0.67621 -3.48383
S -1.43074 1.54153 1.59449
C -0.43269 0.94627 2.83695
N -0.00076 -0.47281 2.94538
C 0.86159 -0.60494 4.18294
C 0.42423 0.57546 5.00697
N -0.21279 1.47456 4.02936
H -0.90002 -0.96963 3.03213
H 1.89107 -0.52476 3.84634
H 0.66689 -1.57347 4.64287
H 1.25616 1.09018 5.49214
H -0.30548 0.29162 5.77457
H -0.54636 2.40691 4.27316

56
Properties=species:S:1:pos:R:3 method="wB97M-V/def2-TZVPD" e_homo_ev=-8.14 lumo_energy_ev=-1.7 e_tot_ha=-2402.52605
O -4.13292 -1.76756 -1.84102
C -3.04774 -1.13607 -2.29733
O -2.74995 0.25252 -1.87223
C -2.01670 -1.87038 -3.36454
C -1.78986 -0.96306 -4.74364
C -0.42484 -0.07902 -4.53684
C -0.63842 1.55190 -4.64342
C -1.93651 2.31541 -5.29392
C -1.93905 3.98286 -5.26445
N -0.76987 4.77558 -4.64879
C 0.46186 4.11655 -4.03364
C 1.71155 4.96538 -3.33177
O 1.34159 5.87362 -2.40760
O 3.12531 4.69436 -3.67540
C 0.59842 2.47648 -4.00159
H -2.92650 0.31053 -0.88273
H -1.02418 -2.09091 -2.78437
H -2.46190 -2.92118 -3.68650
H -2.77507 -0.32446 -4.86863
H -1.64811 -1.68263 -5.68506
H -0.00772 -0.27546 -3.43584
H 0.46858 -0.40349 -5.25877
H -2.80666 1.69001 -5.76436
H -2.87875 4.55270 -5.73136
H -0.87921 5.81434 -4.65048
H 1.52651 1.92293 -3.53208
C -1.63177 -1.62537 3.15495
S -2.34044 -1.10841 1.57281
O -3.12344 0.14709 1.81816
C -3.52380 -2.47132 1.44715
H -0.88199 -0.89002 3.45656
H -2.41418 -1.67748 3.91590
H -1.15434 -2.60126 3.03992
H -4.18822 -2.47056 2.31455
H -2.98391 -3.41930 1.38863
H -4.11490 -2.33582 0.53816
C 2.18095 0.10625 7.03382
S 0.76989 -0.29604 5.97565
O 1.07790 -1.59227 5.28682
C 1.05018 1.03414 4.78163
H 2.22978 -0.62786 7.84165
H 3.10615 0.06816 6.45376
H 2.04564 1.10314 7.45976
H 2.04585 0.93808 4.34201
H 0.95234 2.00041 5.28195
H 0.29740 0.95798 3.99324
C 4.50173 -2.01068 0.93980
S 2.91580 -2.43935 1.69723
O 1.99307 -1.27312 1.50222
C 3.50736 -2.38472 3.40624
H 4.36435 -1.94865 -0.14239
H 4.84722 -1.04502 1.31670
H 5.23644 -2.78680 1.16644
H 3.91475 -1.39571 3.62928
H 4.27500 -3.14840 3.55142
H 2.66531 -2.58808 4.07229

49
Properties=species:S:1:pos:R:3 method="wB97M-V/def2-TZVPD" charge=+3 e_homo_ev="-19.81 / -19.81" lumo_energy_ev="-11.9 / -11.9" de_lowest_kj_mol=74.3 e_tot_ha=-942.27656
Os -0.15792 -0.34078 -0.22999
C -2.45023 1.13950 1.10274
O -1.65836 0.96529 -0.14413
C -2.52248 0.91191 -1.34821
C -2.90085 -0.51889 -1.50044
O -1.58769 -1.20254 -1.40275
C -1.57671 -2.67363 -1.53051
C -0.12792 -2.96752 -1.51882
O 0.43628 -2.26635 -0.33948
C 0.42734 -3.11394 0.89795
H -3.06057 2.02602 0.96046
H -1.76525 1.25927 1.92135
H -3.05629 0.25021 1.25800
H -1.90616 1.27651 -2.16650
H -3.38307 1.56747 -1.23077
H -3.36693 -0.73339 -2.46082
H -3.51572 -0.91010 -0.69108
H -2.03109 -2.96052 -2.47752
H -2.14947 -3.08395 -0.70028
H 0.38237 -2.52950 -2.37394
H 0.11311 -4.02653 -1.46313
H 0.88527 -4.05872 0.62389
H -0.59932 -3.23410 1.22982
H 1.02701 -2.58369 1.62263
C 1.79946 -0.05296 0.43975
C 1.52757 0.77117 -0.70576
C 0.79225 1.92314 -0.25613
C 0.60919 1.79540 1.14052
C 1.13961 0.52449 1.55295
C 1.18051 0.02378 2.95447
C 0.09917 2.86400 2.03500
C 0.39645 3.07922 -1.08186
C 2.25713 0.61927 -2.00332
C 2.93016 -1.05065 0.47383
H 1.06055 -1.05657 3.01413
H 0.45299 0.50127 3.60582
H 2.18205 0.24925 3.34183
H 0.96425 3.47689 2.32619
H -0.33420 2.48006 2.95679
H -0.59945 3.53364 1.53541
H 1.13464 3.86961 -0.87693
H -0.57627 3.48485 -0.79910
H 0.43303 2.87380 -2.14952
H 3.24084 1.09259 -1.93244
H 1.72284 1.08856 -2.82841
H 2.41686 -0.43114 -2.23859
H 3.86546 -0.48831 0.49419
H 2.94502 -1.69145 -0.40361
H 2.90455 -1.67194 1.36632

61
Properties=species:S:1:pos:R:3 method="wB97M-V/def2-TZVPD" charge=-3 e_homo_ev=2.80 lumo_energy_ev=5.0 de_lowest_kj_mol=0.0 e_tot_ha=-3119.41862
Ag 15.36797 11.19381 -14.25276
O 13.10280 7.81400 -17.56784
C 14.21324 7.69466 -16.85382
C 14.26944 8.35011 -15.44964
O 13.97971 9.67063 -15.24297
H 15.14187 8.07076 -17.40683
H 14.44594 6.60093 -16.61475
H 15.26902 8.06026 -15.01861
H 13.54795 7.70621 -14.84994
C 14.31425 15.93031 -15.35263
C 14.31649 16.90538 -14.33395
C 14.95638 16.53599 -12.95329
O 14.68850 17.23974 -11.97046
C 15.74558 15.35318 -12.90145
C 15.77810 14.41629 -13.94068
C 14.92311 14.65918 -15.17606
O 14.84016 13.73011 -15.98520
O 16.53316 13.40299 -13.92302
O 13.81361 18.04213 -14.43162
H 13.70503 16.13096 -16.22438
H 16.30662 15.10317 -12.00232
C 17.05086 11.00315 -17.34946
S 16.35508 11.52624 -18.93460
O 14.89841 11.62139 -18.87917
C 16.96170 13.23159 -18.77851
H 18.09986 11.30272 -17.42915
H 16.91229 9.93089 -17.22513
H 16.56477 11.52385 -16.52454
H 16.69543 13.71564 -19.71722
H 18.04008 13.29451 -18.62531
H 16.42429 13.65440 -17.92442
C 20.10591 10.74709 -13.73225
S 18.54692 11.19265 -12.95513
O 17.52163 10.38178 -13.62075
C 18.88993 10.34734 -11.40279
H 20.87016 11.50903 -13.56152
H 19.90594 10.69818 -14.80373
H 20.52620 9.78150 -13.44341
H 19.66000 10.87896 -10.83470
H 19.24101 9.32864 -11.57549
H 17.99294 10.29735 -10.78747
C 14.59953 6.90707 -9.91156
S 15.80526 7.79501 -10.90664
O 16.88880 6.80448 -11.15402
C 14.76205 7.99243 -12.33891
H 15.09921 6.61371 -8.98759
H 14.29183 6.00422 -10.44176
H 13.72575 7.51487 -9.67758
H 14.51735 7.01830 -12.76699
H 15.23156 8.60343 -13.10447
H 13.82210 8.42794 -11.99730
C 13.94479 10.70604 -9.78445
S 13.86015 11.95947 -11.09938
O 13.86552 11.26276 -12.39753
C 15.51798 12.57492 -10.91380
H 13.29256 9.87336 -10.04503
H 13.60028 11.11364 -8.83343
H 14.97362 10.35250 -9.72175
H 16.20753 11.73086 -10.99497
H 15.64546 13.25579 -10.07401
H 15.74394 13.15926 -11.81797

50
Properties=species:S:1:pos:R:3 method="wB97M-V/def2-TZVPD" charge=-1 e_homo_ev=-3.41 lumo_energy_ev=3.2 e_tot_ha=-1341.50353
C -0.93613 3.89663 -0.09070
C -2.14561 2.97914 0.05865
C -2.51382 2.10014 -1.17726
C -2.01211 2.61643 -2.52909
C -0.58919 2.18500 -2.92276
C -0.49028 0.82594 -3.64135
C -1.21748 -0.35873 -2.98569
C -0.49171 -0.82791 -1.72905
C -1.32434 -1.78123 -0.85884
C -0.81563 -1.90978 0.60365
Al 1.19039 -1.68520 0.85137
C 1.87486 -2.59007 2.54497
C 3.07333 -3.26646 2.50630
C 3.56572 -3.85100 3.64942
C 2.85295 -3.74576 4.80794
C 1.66054 -3.09335 4.85392
C 1.16543 -2.50871 3.71625
P 1.80055 0.60974 1.11151
N 2.20409 1.28662 -0.43373
O 0.36975 1.39129 1.62643
H -1.06646 4.66938 -0.84999
H -0.80935 4.42619 0.85711
H -0.00118 3.37027 -0.26556
H -1.95140 2.29882 0.88492
H -3.00892 3.59586 0.32327
H -2.21853 1.07605 -0.96381
H -3.60704 2.09054 -1.23280
H -2.04193 3.70717 -2.50866
H -2.69127 2.31788 -3.33442
H -0.21522 2.92593 -3.63542
H 0.07387 2.20957 -2.05994
H -0.77204 0.94839 -4.69121
H 0.57508 0.56524 -3.65237
H -2.24998 -0.05733 -2.79149
H -1.26175 -1.16624 -3.72082
H -0.20497 0.02240 -1.10615
H 0.39166 -1.37687 -2.05402
H -1.38351 -2.77610 -1.30837
H -2.35478 -1.39855 -0.86854
H -1.18515 -2.86015 1.00222
H -1.31108 -1.10299 1.16085
H 1.92638 -2.31624 -0.45531
H 3.61646 -3.30292 1.56912
H 4.51925 -4.36732 3.61285
H 3.25152 -4.18319 5.71858
H 1.07981 -3.00576 5.76544
H 0.22931 -1.96408 3.74102
H 1.96889 0.63041 -1.17350
H 3.19342 1.47838 -0.50116
H 0.28762 1.27258 2.57620

58
Properties=species:S:1:pos:R:3 method="wB97M-V/def2-TZVPD" charge=+2 e_homo_ev="-13.72 / -13.72" lumo_energy_ev="-7.7 / -7.7" de_lowest_kj_mol=14.7 e_tot_ha=-3126.40092
Ru -1.87458 0.34390 -1.17713
Cl 6.22970 0.11966 4.52901
C 4.86875 0.40647 3.52043
C 4.24062 1.66639 3.57262
C 3.14713 1.95890 2.79058
Cl 2.39328 3.50132 2.86035
C 2.63096 0.98320 1.92913
O 1.59102 1.25337 1.15811
C 3.27571 -0.27257 1.87046
C 2.82128 -1.18014 0.90100
O 1.79857 -0.96705 0.17226
C 4.40481 -0.55813 2.67383
H 4.62460 2.42462 4.24242
H 3.35510 -2.10738 0.70298
H 4.88674 -1.52473 2.61160
C -6.17742 -2.32531 1.78733
Si -5.85008 -0.55640 1.36159
C -6.95779 0.15880 0.06064
C -5.49037 0.54707 2.80656
Sb -3.45203 -0.68439 0.17409
Si -2.50038 2.33250 -0.31185
C -4.18882 3.06335 -0.49849
C -1.56347 3.09171 1.08200
C -1.44613 2.48883 -1.98024
Si -3.24393 -0.19636 -3.00143
C -4.00246 1.17481 -3.98949
C -4.38041 -1.66900 -2.99024
C -1.45426 -0.63797 -3.48705
H -7.14217 -2.38928 2.29953
H -5.42369 -2.73191 2.46294
H -6.23838 -2.96000 0.90224
H -7.96297 0.25105 0.48434
H -7.03871 -0.48888 -0.81337
H -6.64360 1.15322 -0.25769
H -6.40461 0.63840 3.40160
H -5.19920 1.55495 2.50865
H -4.72143 0.13346 3.46078
H -4.77694 2.85231 0.39992
H -4.72236 2.67907 -1.36730
H -4.13043 4.15214 -0.57528
H -2.05900 2.86629 2.03040
H -1.54254 4.17969 0.97680
H -0.53693 2.72854 1.14457
H -2.10760 3.26072 -2.38850
H -1.15626 1.90376 -2.85047
H -0.52598 2.93330 -1.59719
H -4.96708 1.46891 -3.56926
H -4.20889 0.80135 -4.99711
H -3.38199 2.06437 -4.08714
H -5.31919 -1.43552 -2.47656
H -3.92253 -2.53518 -2.50800
H -4.65017 -1.95828 -4.00905
H -1.13634 -0.03710 -4.33984
H -1.40832 -1.69690 -3.74618
H -0.62527 -0.53917 -2.74928
F 0.29686 0.64716 -0.67698
B 0.87118 0.17393 0.54539
F -0.13476 -0.33526 1.33750

76
Properties=species:S:1:pos:R:3 method="wB97M-V/def2-TZVPD" charge=-2 e_homo_ev=-3.03 lumo_energy_ev=0.3 e_tot_ha=-12856.44890
C -0.63522 3.44887 -1.58790
C -0.38998 3.22763 -3.06182
O -1.43792 2.48469 -3.71296
C -1.49907 1.16726 -3.29799
O -0.27288 0.43913 -3.57883
C 0.00214 -0.33147 -2.45937
O 0.47426 0.15861 -1.45893
N -0.28696 -1.67783 -2.69797
S -0.76951 -2.52636 -1.29427
C 0.76130 -2.34936 -3.53405
N 2.12012 -2.03363 -3.19595
C 2.79428 -1.04206 -4.02765
H -0.83463 2.51926 -1.05972
H 0.25026 3.88021 -1.12163
H -1.46815 4.13875 -1.46835
H -0.39616 4.20639 -3.54801
H 0.60205 2.80501 -3.24327
H -1.76685 1.11672 -2.24350
H -2.28389 0.68898 -3.88193
H -2.08252 -2.58479 -1.52484
H 0.58000 -3.41408 -3.39517
H 0.56222 -2.11623 -4.57993
H 2.22612 -1.82285 -2.21248
H 3.87157 -1.18957 -3.98768
H 2.56295 -0.00488 -3.75693
H 2.48210 -1.17098 -5.06370
Na 0.40157 2.41339 -5.01803
C 0.75741 -5.09375 3.71782
C -0.03297 -4.24076 2.75090
O -1.18403 -4.51694 2.43809
N 0.58596 -3.15017 2.24330
C 1.93636 -2.67300 2.49964
H 0.12696 -5.91983 4.03182
H 1.65448 -5.49124 3.24261
H 1.05112 -4.51532 4.59460
H 0.00686 -2.62141 1.61078
H 1.89892 -1.67051 2.92461
H 2.50490 -2.63004 1.56986
H 2.45456 -3.32033 3.19667
C -4.13928 4.24375 -5.72642
Cl -4.27047 4.17430 -3.94794
Cl -2.44174 4.04682 -6.23663
Cl -5.13919 2.97872 -6.42502
Cl -4.71477 5.82763 -6.26453
Br 0.08679 3.79153 -7.79098
C -8.23634 0.31147 -7.79977
Cl -6.50266 0.73825 -7.90455
Cl -8.42232 -1.43011 -7.91233
Cl -8.88840 0.90328 -6.25801
H -8.79198 0.80755 -8.63432
Mg 0.19728 1.19137 -8.35091
O 3.26767 -1.15290 5.56333
C 2.79340 -0.05923 5.69116
O 1.60961 0.01089 6.36630
C 1.01024 1.23678 6.76905
C 0.16174 1.84704 5.67188
C 3.37357 1.19047 5.08303
H 1.76430 1.93433 7.13740
H 0.38051 0.97097 7.61887
H 0.76528 2.11124 4.80389
H -0.33749 2.74802 6.03181
H -0.59482 1.13255 5.34568
H 3.01079 1.28318 4.05975
H 4.45824 1.11400 5.04838
H 3.12494 2.09503 5.63442
C -1.40930 -2.51147 7.89840
Cl -1.71017 -2.87749 9.60676
Cl 0.31327 -2.43426 7.59432
Cl -2.14039 -3.76633 6.89370
Cl -2.15552 -0.95277 7.50738
Br -10.35199 0.81451 -10.25816
O 6.70531 -0.57534 2.95716
P 7.31445 0.62371 3.67688
O 6.23552 1.69495 3.77387
O 8.53832 1.09312 2.89715
O 7.80787 0.25689 5.07115

70
Properties=species:S:1:pos:R:3 method="wB97M-V/def2-TZVPD" smiles="CC(C)=NN1C(=O)c2ccc(Cl)c(P(O)(O)=S)c2C1=O.NC(N)=O.NC(N)=O.NC(N)=O.NC(N)=O.NC(N)=O" e_homo_ev=-7.39 lumo_energy_ev=0.0 e_tot_ha=-3161.79823
C 1.02194 -1.75393 2.87943
C 0.88635 -0.24611 2.88562
C 1.34629 0.46326 1.63027
N 0.43665 0.33615 3.96341
N -0.88425 0.83457 3.91850
C -1.14119 2.11526 3.37698
O -0.82553 3.17092 3.85566
C -1.94452 1.78578 2.11103
C -2.18686 2.54494 0.99410
C -2.93684 1.97430 -0.01912
C -3.44583 0.70716 0.11751
Cl -4.37301 0.11547 -1.25312
C -3.23415 -0.08780 1.25508
P -3.90143 -1.76872 1.51625
O -2.72407 -2.85078 1.73675
O -4.80783 -2.33476 0.30380
S -5.01900 -1.74785 3.10456
C -2.44393 0.47857 2.25236
C -1.93607 -0.06392 3.61893
O -2.31129 -0.95807 4.31729
H 0.62040 -2.20412 1.96452
H 2.10606 -1.95797 2.87372
H 0.63661 -2.20532 3.79585
H 1.89497 -0.26202 1.01393
H 2.05543 1.26320 1.83294
H 0.52840 0.84861 1.00050
H -1.78561 3.55363 0.94449
H -3.11574 2.57066 -0.91317
H -3.18744 -3.70082 1.81356
H -5.55118 -1.73622 0.15024
N 4.94494 2.29852 3.26183
C 5.06535 1.32940 2.30922
N 6.34715 1.03993 1.93591
O 4.09626 0.76334 1.82636
H 5.72436 2.77610 3.67158
H 4.01626 2.53574 3.56097
H 6.47205 0.33362 1.23539
H 7.15437 1.49295 2.31909
N 3.93768 -5.36042 0.81440
C 3.82153 -4.62989 1.97038
N 4.92413 -4.64723 2.77599
O 2.81319 -4.01302 2.25228
H 4.75954 -5.87662 0.56243
H 3.14578 -5.37026 0.19759
H 4.87431 -4.12285 3.63008
H 5.76445 -5.14910 2.56111
N 5.92732 -3.92015 -3.23301
C 6.09242 -2.84400 -2.40278
N 5.63378 -3.02295 -1.12747
O 6.60918 -1.80650 -2.77348
H 5.50465 -4.78271 -2.94991
H 6.25261 -3.82340 -4.17664
H 5.73773 -2.25327 -0.49318
H 5.20481 -3.86750 -0.79823
N -1.44328 4.64730 -4.20560
C -2.44133 4.29736 -3.34134
N -3.45389 3.56986 -3.89064
O -2.42537 4.61413 -2.16056
H -1.43532 4.39849 -5.17594
H -0.68190 5.18311 -3.83298
H -4.20344 3.29569 -3.28364
H -3.49024 3.29684 -4.85561
N -7.61311 2.16960 -4.33581
C -6.91015 2.37952 -5.48809
N -7.52464 3.18724 -6.40177
O -5.81396 1.88151 -5.68538
H -8.51396 2.56797 -4.15230
H -7.19093 1.57980 -3.64266
H -7.03597 3.36199 -7.25986
H -8.42372 3.60577 -6.25960